Record 1
{
  "formula": "C30H50B3ClN10O3",
  "method": "ωB97M-V with the def2-TZVPD basis set",
  "e_lumo_ev": 0.1,
  "homo_ev": -6.14,
  "orbital_gap_ev": 6.27,
  "charge": 0,
  "smiles": "CC(C)=CCC[C@H](C)CCB1OBOB(Cl)O1.CC#N.CC#N.CC#N.CC#N.CC#N.CC#N.CC#N.CC#N.CC#N.CC#N",
  "species": ["C", "C", "C", "C", "C", "C", "C", "C", "C", "C", "B", "O", "B", "O", "B", "Cl", "O", "H", "H", "H", "H", "H", "H", "H", "H", "H", "H", "H", "H", "H", "H", "H", "H", "H", "H", "H", "H", "C", "C", "N", "H", "H", "H", "C", "C", "N", "H", "H", "H", "C", "C", "N", "H", "H", "H", "C", "C", "N", "H", "H", "H", "C", "C", "N", "H", "H", "H", "C", "C", "N", "H", "H", "H", "C", "C", "N", "H", "H", "H", "C", "C", "N", "H", "H", "H", "C", "C", "N", "H", "H", "H", "C", "C", "N", "H", "H", "H"],
  "coordinates": [[-3.040, 1.316, 1.218], [-2.936, 1.913, -0.332], [-2.930, 3.581, -0.440], [-2.814, 1.022, -1.554], [-1.298, 0.902, -2.191], [-0.968, -0.537, -2.903], [-1.417, -1.861, -2.049], [-3.008, -2.272, -2.366], [-1.068, -1.819, -0.450], [0.324, -2.590, -0.026], [1.463, -1.411, 0.302], [2.032, -1.316, 1.663], [2.536, 0.070, 1.898], [3.426, 0.652, 0.870], [2.676, 0.589, -0.401], [2.862, 2.049, -1.588], [1.811, -0.528, -0.846], [-1.951, 1.119, 1.658], [-3.758, 0.398, 1.317], [-3.530, 2.183, 1.878], [-3.835, 3.968, 0.211], [-3.030, 3.827, -1.583], [-1.902, 3.952, 0.034], [-3.782, 0.519, -1.979], [-1.008, 1.811, -2.897], [-0.553, 0.990, -1.262], [0.164, -0.638, -3.266], [-1.605, -0.561, -3.912], [-0.789, -2.772, -2.500], [-3.155, -2.184, -3.529], [-3.072, -3.438, -2.124], [-3.774, -1.648, -1.740], [-1.945, -2.414, 0.098], [-1.054, -0.755, 0.035], [0.113, -3.265, 0.933], [0.750, -3.211, -0.923], [2.247, 0.717, 2.848], [5.852, -0.631, 2.909], [6.795, -1.235, 3.937], [7.578, -1.736, 4.789], [5.469, 0.327, 3.272], [6.381, -0.470, 1.967], [5.010, -1.307, 2.734], [1.607, 5.455, -3.716], [0.441, 4.481, -3.657], [-0.526, 3.673, -3.608], [1.925, 5.593, -4.752], [1.305, 6.422, -3.304], [2.447, 5.066, -3.133], [-5.445, -3.097, 1.443], [-5.717, -1.612, 1.261], [-5.942, -0.381, 1.110], [-6.359, -3.668, 1.262], [-4.675, -3.424, 0.738], [-5.100, -3.290, 2.462], [-5.587, -0.352, -6.158], [-4.158, -0.776, -5.856], [-2.973, -1.127, -5.607], [-6.183, -1.225, -6.436], [-6.031, 0.115, -5.274], [-5.597, 0.364, -6.983], [-6.520, -5.262, 5.244], [-6.222, -5.351, 3.756], [-5.975, -5.424, 2.521], [-5.619, -5.495, 5.818], [-6.852, -4.251, 5.498], [-7.306, -5.973, 5.509], [-0.029, 9.018, -5.237], [1.399, 8.595, -4.936], [2.584, 8.244, -4.686], [-0.626, 8.145, -5.515], [-0.473, 9.486, -4.354], [-0.039, 9.735, -6.062], [5.176, -1.435, 7.246], [3.747, -0.926, 7.348], [2.562, -0.503, 7.434], [5.183, -2.440, 6.814], [5.764, -0.770, 6.608], [5.631, -1.471, 8.239], [-2.824, -5.123, -6.314], [-4.162, -4.423, -6.483], [-5.273, -3.841, -6.623], [-2.558, -5.645, -7.237], [-2.046, -4.390, -6.083], [-2.884, -5.849, -5.499], [7.317, 1.139, 9.979], [6.997, -0.345, 9.899], [6.732, -1.576, 9.832], [7.644, 1.503, 9.001], [6.428, 1.696, 10.287], [8.115, 1.310, 10.707], [6.575, 1.227, -1.394], [7.519, 0.624, -0.366], [8.302, 0.123, 0.486], [6.193, 2.185, -1.031], [7.105, 1.389, -2.337], [5.734, 0.552, -1.570]]
}



Record 2
{
  "formula": "C30H50BGe2N8RuS2",
  "method": "ωB97M-V with the def2-TZVPD basis set",
  "e_lumo_ev": [-7.6, -7.7],
  "homo_ev": [-13.09, -13.11],
  "orbital_gap_ev": [5.47, 5.41],
  "charge": 2,
  "spin_multiplicity": 2,
  "species": ["Ru", "C", "N", "C", "C", "N", "B", "N", "C", "C", "N", "C", "C", "S", "C", "S", "H", "H", "H", "H", "H", "H", "H", "H", "H", "H", "H", "H", "C", "C", "Ge", "C", "C", "C", "C", "Ge", "C", "C", "C", "C", "C", "C", "C", "C", "C", "C", "H", "H", "H", "H", "H", "H", "H", "H", "H", "H", "H", "H", "H", "H", "H", "H", "H", "H", "H", "H", "H", "H", "H", "H", "H", "H", "C", "N", "C", "N", "C", "N", "C", "N", "C", "C", "H", "H", "H", "H", "H", "H", "H", "H", "H", "H", "H", "H"],
  "coordinates": [[0.293, -0.632, -0.193], [2.777, -2.825, -3.028], [1.556, -3.526, -2.630], [1.418, -4.887, -2.611], [0.109, -5.140, -2.336], [-0.539, -3.944, -2.192], [-2.113, -3.883, -2.315], [-2.892, -2.977, -1.273], [-4.247, -2.895, -1.502], [-4.829, -2.319, -0.426], [-3.821, -2.029, 0.457], [-4.037, -1.508, 1.800], [-2.647, -2.436, -0.080], [-1.122, -2.261, 0.754], [0.359, -2.972, -2.340], [0.082, -1.257, -2.317], [3.621, -3.480, -2.834], [2.880, -1.904, -2.459], [2.733, -2.586, -4.089], [2.242, -5.548, -2.815], [-0.421, -6.073, -2.269], [-2.482, -5.010, -2.144], [-2.374, -3.454, -3.406], [-4.681, -3.278, -2.409], [-5.858, -2.090, -0.210], [-4.967, -0.945, 1.801], [-3.218, -0.854, 2.068], [-4.102, -2.324, 2.518], [1.267, 2.870, -3.733], [0.870, 1.567, -3.035], [1.397, 1.600, -1.121], [3.363, 1.840, -1.056], [3.705, 3.331, -1.176], [0.577, 3.207, -0.432], [-0.563, 3.173, 0.252], [-1.174, 1.364, 0.593], [-2.509, 0.827, -0.765], [-3.920, 1.332, -0.423], [-1.257, 0.923, 2.515], [-2.458, 1.488, 3.293], [-1.361, 4.362, 0.653], [-0.850, 5.656, 0.521], [-1.610, 6.755, 0.877], [-2.902, 6.590, 1.366], [-3.428, 5.316, 1.491], [-2.656, 4.217, 1.137], [0.877, 2.886, -4.752], [2.349, 2.976, -3.805], [0.872, 3.752, -3.226], [1.332, 0.715, -3.529], [-0.212, 1.429, -3.096], [3.783, 1.267, -1.888], [3.830, 1.466, -0.153], [3.235, 3.815, -2.030], [4.783, 3.457, -1.283], [3.403, 3.873, -0.280], [1.000, 4.162, -0.736], [-2.527, -0.244, -0.949], [-2.155, 1.303, -1.682], [-4.253, 1.023, 0.570], [-4.628, 0.931, -1.149], [-3.981, 2.419, -0.470], [-0.338, 1.328, 2.947], [-1.209, -0.158, 2.624], [-2.373, 2.560, 3.447], [-2.484, 1.017, 4.278], [-3.417, 1.292, 2.813], [0.153, 5.818, 0.148], [-1.195, 7.748, 0.772], [-3.492, 7.453, 1.641], [-4.436, 5.173, 1.858], [-3.106, 3.233, 1.219], [1.417, -1.386, 2.480], [2.446, -1.933, 3.312], [3.686, -1.169, 3.159], [4.153, -1.221, 1.772], [3.142, -0.664, 0.923], [1.821, -1.418, 0.988], [2.148, -2.879, 0.661], [3.158, -3.401, 1.530], [2.695, -3.324, 2.919], [4.388, -2.616, 1.397], [1.222, -0.341, 2.735], [0.510, -1.977, 2.595], [4.448, -1.589, 3.813], [3.512, -0.131, 3.447], [3.460, -0.690, -0.120], [2.920, 0.357, 1.222], [2.491, -2.893, -0.370], [1.226, -3.449, 0.756], [3.461, -3.742, 3.570], [1.781, -3.908, 3.035], [4.739, -2.661, 0.365], [5.155, -3.039, 2.043]]
}



Record 3
{
  "formula": "C30H50BrIN8O4",
  "method": "ωB97M-V with the def2-TZVPD basis set",
  "e_lumo_ev": -1.3,
  "homo_ev": -7.78,
  "orbital_gap_ev": 6.46,
  "charge": 0,
  "smiles": "C=CC(=O)OCCCCCC[C@H](N)CO[C@](I)(CC(=O)Br)NCCCC.CC#N.CC#N.CC#N.CC#N.CC#N.CC#N",
  "species": ["C", "C", "C", "O", "O", "C", "C", "C", "C", "C", "C", "C", "N", "C", "O", "C", "I", "C", "C", "O", "Br", "N", "C", "C", "C", "C", "H", "H", "H", "H", "H", "H", "H", "H", "H", "H", "H", "H", "H", "H", "H", "H", "H", "H", "H", "H", "H", "H", "H", "H", "H", "H", "H", "H", "H", "H", "H", "H", "C", "C", "N", "H", "H", "H", "C", "C", "N", "H", "H", "H", "C", "C", "N", "H", "H", "H", "C", "C", "N", "H", "H", "H", "C", "C", "N", "H", "H", "H", "C", "C", "N", "H", "H", "H"],
  "coordinates": [[0.912, -2.200, 0.948], [2.184, -2.922, 0.883], [2.323, -3.961, -0.325], [3.151, -3.674, -1.212], [1.526, -5.128, -0.257], [1.339, -5.744, -1.555], [0.359, -4.886, -2.521], [-1.135, -4.742, -1.929], [-1.493, -3.196, -1.694], [-3.036, -2.814, -1.859], [-3.556, -2.701, -3.366], [-2.577, -1.934, -4.368], [-1.415, -2.791, -4.833], [-2.086, -0.483, -3.845], [-0.642, -0.537, -3.786], [-0.039, 0.745, -3.583], [0.119, 1.817, -5.514], [1.500, 0.433, -3.139], [2.301, 1.741, -2.719], [2.278, 2.268, -1.586], [3.483, 2.643, -4.062], [-0.639, 1.581, -2.528], [-0.643, 0.937, -1.188], [-1.572, 1.880, -0.242], [-1.920, 1.214, 1.171], [-3.000, 0.023, 1.046], [0.766, -1.224, 0.351], [0.050, -2.647, 1.558], [3.006, -2.763, 1.663], [2.355, -5.898, -2.081], [0.881, -6.798, -1.492], [0.316, -5.323, -3.587], [0.895, -3.870, -2.645], [-1.858, -5.273, -2.643], [-1.157, -5.256, -0.894], [-0.771, -2.580, -2.324], [-1.221, -2.969, -0.592], [-3.268, -1.875, -1.259], [-3.638, -3.669, -1.364], [-3.784, -3.724, -3.853], [-4.572, -2.153, -3.337], [-3.193, -1.721, -5.324], [-1.493, -2.839, -5.866], [-1.630, -3.749, -4.500], [-2.467, 0.354, -4.546], [-2.553, -0.233, -2.816], [1.496, -0.351, -2.291], [1.957, -0.123, -4.042], [-1.547, 1.982, -2.790], [0.376, 0.863, -0.685], [-1.125, -0.103, -1.153], [-1.067, 2.892, -0.057], [-2.543, 2.123, -0.818], [-2.430, 2.040, 1.797], [-0.981, 0.911, 1.752], [-4.002, 0.351, 0.618], [-2.538, -0.880, 0.510], [-3.208, -0.333, 2.126], [-0.472, 6.152, 0.802], [-1.759, 5.464, 0.658], [-2.769, 4.925, 0.546], [0.290, 5.494, 1.227], [-0.096, 6.505, -0.161], [-0.553, 7.022, 1.457], [3.319, -0.490, 3.797], [1.889, -0.785, 3.674], [0.765, -1.017, 3.582], [3.914, -1.086, 3.101], [3.532, 0.561, 3.589], [3.687, -0.703, 4.804], [-0.011, 5.154, -2.911], [-1.066, 6.171, -2.933], [-1.894, 6.970, -2.951], [-0.114, 4.448, -3.739], [0.982, 5.603, -2.989], [-0.032, 4.572, -1.986], [0.335, -2.328, 6.996], [1.727, -1.918, 7.194], [2.822, -1.593, 7.347], [-0.330, -1.466, 6.910], [0.216, -2.921, 6.086], [-0.027, -2.935, 7.829], [4.236, 3.830, 0.210], [3.734, 4.755, 1.230], [3.340, 5.482, 2.031], [4.748, 4.360, -0.597], [4.948, 3.115, 0.631], [3.425, 3.254, -0.242], [0.824, 2.012, 7.957], [-0.449, 1.301, 7.811], [-1.449, 0.742, 7.696], [1.589, 1.376, 8.410], [1.209, 2.347, 6.992], [0.719, 2.895, 8.591]]
}



Record 4
{
  "formula": "C30H50N2OS2Si5Y",
  "method": "ωB97M-V with the def2-TZVPD basis set",
  "e_lumo_ev": 1.8,
  "homo_ev": -3.25,
  "orbital_gap_ev": 5.06,
  "charge": -1,
  "species": ["Y", "C", "C", "N", "N", "C", "S", "S", "C", "C", "C", "C", "C", "C", "C", "C", "C", "C", "C", "C", "C", "O", "H", "H", "H", "H", "H", "H", "H", "H", "H", "H", "H", "H", "H", "H", "C", "Si", "C", "C", "C", "C", "H", "H", "H", "H", "H", "H", "H", "H", "H", "C", "Si", "C", "C", "Si", "Si", "C", "C", "C", "Si", "C", "C", "C", "H", "H", "H", "H", "H", "H", "H", "H", "H", "H", "H", "H", "H", "H", "H", "H", "H", "H", "H", "H", "H", "H", "H", "H", "H", "H", "H"],
  "coordinates": [[11.148, 10.386, 13.148], [10.135, 10.289, 17.589], [10.235, 9.657, 16.246], [11.089, 10.261, 15.366], [12.022, 11.207, 15.764], [13.279, 11.093, 15.287], [13.801, 10.421, 13.754], [14.560, 11.536, 16.372], [15.440, 9.980, 16.694], [15.304, 9.450, 18.103], [16.079, 9.898, 19.161], [16.032, 9.219, 20.418], [15.088, 8.179, 20.589], [14.139, 7.979, 19.584], [14.232, 8.602, 18.390], [9.425, 8.489, 15.922], [8.919, 7.585, 16.854], [7.983, 6.582, 16.525], [7.596, 6.431, 15.182], [8.211, 7.193, 14.190], [9.127, 8.221, 14.491], [9.721, 8.834, 13.483], [10.524, 11.322, 17.529], [10.688, 9.720, 18.344], [9.100, 10.199, 17.950], [16.493, 10.244, 16.370], [15.100, 9.209, 15.996], [16.710, 10.793, 19.112], [16.712, 9.487, 21.193], [15.113, 7.527, 21.519], [13.445, 7.167, 19.648], [13.478, 8.428, 17.574], [9.210, 7.745, 17.906], [7.582, 5.997, 17.360], [6.871, 5.666, 14.886], [7.955, 7.000, 13.142], [6.566, 14.294, 14.344], [8.388, 14.680, 14.328], [8.734, 16.157, 13.185], [9.094, 15.137, 15.976], [9.403, 13.354, 13.585], [10.136, 12.472, 13.103], [6.242, 13.609, 13.531], [6.128, 15.227, 14.196], [6.143, 13.915, 15.283], [8.309, 17.136, 13.531], [8.352, 16.035, 12.191], [9.835, 16.224, 13.107], [8.850, 16.125, 16.367], [10.180, 15.038, 15.822], [8.746, 14.377, 16.693], [13.358, 7.282, 11.089], [11.806, 7.684, 10.088], [11.970, 7.081, 8.346], [10.393, 6.819, 11.046], [11.553, 9.978, 10.082], [13.510, 11.300, 9.496], [15.168, 10.269, 9.526], [13.305, 12.772, 10.633], [13.210, 11.829, 7.755], [9.366, 10.737, 9.373], [9.050, 12.523, 9.841], [8.131, 9.575, 10.292], [9.280, 10.494, 7.486], [13.216, 6.194, 11.435], [13.740, 7.834, 11.977], [14.177, 7.267, 10.337], [11.370, 6.115, 8.171], [13.030, 6.982, 8.058], [11.600, 7.805, 7.599], [10.836, 5.844, 11.444], [9.536, 6.597, 10.384], [10.054, 7.414, 11.870], [16.002, 10.941, 9.851], [15.484, 9.797, 8.565], [15.108, 9.440, 10.247], [13.910, 12.799, 11.570], [12.246, 12.804, 10.996], [13.483, 13.736, 10.120], [12.634, 11.143, 7.089], [14.172, 11.975, 7.227], [12.695, 12.818, 7.804], [8.881, 12.631, 10.898], [8.179, 12.795, 9.213], [9.922, 13.129, 9.536], [7.945, 9.984, 11.307], [8.461, 8.520, 10.420], [7.162, 9.634, 9.741], [10.132, 9.780, 7.170], [9.398, 11.414, 6.913], [8.371, 9.964, 7.137]]
}



Record 5
{
  "formula": "C30H50N7O2RuSi3",
  "method": "ωB97M-V with the def2-TZVPD basis set",
  "e_lumo_ev": [-8.5, -10.1],
  "homo_ev": [-15.99, -17.07],
  "orbital_gap_ev": [7.46, 6.98],
  "charge": 3,
  "spin_multiplicity": 5,
  "species": ["Ru", "N", "C", "C", "C", "C", "N", "C", "N", "N", "C", "O", "O", "H", "H", "H", "H", "H", "H", "H", "H", "H", "H", "H", "H", "H", "H", "C", "Si", "C", "C", "C", "Si", "C", "C", "C", "Si", "C", "C", "C", "C", "C", "C", "C", "N", "H", "H", "H", "H", "H", "H", "H", "H", "H", "H", "H", "H", "H", "H", "H", "H", "H", "H", "H", "H", "H", "H", "H", "H", "H", "H", "H", "H", "C", "C", "C", "C", "N", "C", "C", "C", "C", "C", "C", "N", "H", "H", "H", "H", "H", "H", "H", "H"],
  "coordinates": [[0.684, -0.188, -0.313], [0.435, 2.569, -0.158], [-0.996, 2.764, 0.076], [-1.431, 4.145, 0.593], [-0.903, 4.621, 1.951], [-1.489, 3.958, 3.203], [-2.944, 3.918, 3.239], [-3.747, 4.847, 3.749], [-5.067, 4.671, 3.696], [-3.268, 5.954, 4.315], [-1.548, 1.598, 0.884], [-2.537, 1.714, 1.572], [-0.941, 0.447, 0.745], [0.977, 3.038, 0.564], [0.703, 3.027, -1.024], [-1.475, 2.644, -0.906], [-2.522, 4.163, 0.601], [-1.137, 4.876, -0.163], [-1.082, 5.698, 2.007], [0.185, 4.523, 2.017], [-1.120, 4.458, 4.100], [-1.168, 2.922, 3.306], [-3.349, 3.139, 2.729], [-5.466, 3.824, 3.326], [-5.702, 5.347, 4.087], [-2.281, 6.121, 4.400], [-3.884, 6.609, 4.768], [-1.152, -2.349, 2.383], [-1.463, -2.630, 0.563], [-1.815, -4.447, 0.314], [-3.017, -1.746, 0.021], [0.156, -2.173, -0.485], [0.125, -2.971, -2.290], [1.455, -2.213, -3.392], [0.502, -4.799, -2.193], [-1.539, -2.835, -3.131], [1.708, -2.978, 0.362], [1.514, -4.686, 1.063], [3.252, -2.853, -0.680], [2.049, -1.795, 1.793], [2.621, -2.078, 3.027], [2.854, -1.061, 3.932], [2.511, 0.242, 3.588], [1.943, 0.473, 2.356], [1.723, -0.524, 1.483], [-2.083, -2.598, 2.896], [-0.902, -1.326, 2.647], [-0.396, -3.019, 2.787], [-2.612, -4.699, 1.015], [-1.004, -5.131, 0.517], [-2.204, -4.674, -0.676], [-3.822, -2.335, 0.468], [-3.201, -1.785, -1.049], [-3.121, -0.733, 0.389], [2.041, -3.016, -3.834], [2.165, -1.568, -2.881], [1.013, -1.657, -4.218], [1.525, -5.035, -1.916], [0.367, -5.178, -3.208], [-0.177, -5.357, -1.555], [-2.062, -1.890, -3.041], [-2.216, -3.612, -2.781], [-1.379, -3.013, -4.194], [1.269, -5.420, 0.306], [0.778, -4.751, 1.859], [2.484, -4.968, 1.473], [3.208, -3.445, -1.587], [4.081, -3.237, -0.083], [3.500, -1.832, -0.966], [2.871, -3.099, 3.277], [3.294, -1.271, 4.896], [2.674, 1.063, 4.269], [1.640, 1.462, 2.038], [4.752, 1.170, -1.719], [4.517, 1.455, -3.054], [3.218, 1.406, -3.539], [2.191, 1.068, -2.669], [2.425, 0.779, -1.377], [3.678, 0.827, -0.915], [0.772, 0.998, -3.079], [0.303, 1.547, -4.262], [-1.053, 1.481, -4.554], [-1.911, 0.892, -3.641], [-1.383, 0.365, -2.476], [-0.073, 0.398, -2.209], [5.746, 1.200, -1.302], [5.333, 1.704, -3.714], [3.020, 1.609, -4.579], [3.815, 0.576, 0.130], [0.977, 2.035, -4.947], [-1.430, 1.899, -5.476], [-2.976, 0.831, -3.819], [-2.004, -0.099, -1.723]]
}



no.,M (Da)
1,666.7
2,844.0
3,793.6
4,748.2
5,726.1